# 1
This record from OMol25 describes 3 unconnected molecules or ions with the total composition C29H56N6O4Si. The level of theory is ωB97M-V/def2-TZVPD.

Structure (ORCA input):
```
! wB97M-V def2-TZVPD RIJCOSX def2/J DEFGRID3
* xyz 0 3
Si -0.31 0.43 -1.19
O 3.07 -2.96 2.90
O -0.31 2.75 -6.02
O 3.66 -4.85 3.83
O -1.40 -1.76 6.32
N 2.45 -2.48 -1.06
N 1.35 -1.79 -1.32
N -0.37 1.89 -6.99
N 2.29 0.12 -0.26
N 3.39 -0.57 0.00
N -2.13 -0.86 6.91
C 3.39 -1.83 -0.40
C -2.01 0.82 -8.54
C 4.24 -4.01 0.52
C -0.38 3.37 -9.53
C -1.56 -2.16 8.96
C -1.39 0.10 0.36
C -2.83 2.26 -6.75
C -1.62 3.31 -8.64
C 3.83 -4.09 2.97
C 4.62 -2.63 -0.06
C 0.88 -2.69 3.98
C 1.06 0.72 -8.66
C 1.32 -0.54 -0.88
C -2.06 0.39 6.10
C -3.22 1.34 6.48
C -2.84 -0.10 9.17
C 1.67 -3.21 2.77
C 0.89 3.22 -8.70
C -1.66 2.09 -7.72
C -2.26 0.11 4.62
C 2.11 2.01 -6.89
C -1.72 -0.78 8.34
C -0.04 2.29 -1.29
C 0.88 1.99 -7.80
C -0.40 -0.01 8.51
C 4.86 -4.32 1.90
C -0.36 1.32 7.77
C -0.73 1.13 6.30
C -1.26 -0.28 -2.65
H -1.20 -0.92 0.67
H 5.21 -2.09 0.68
H -0.36 4.32 -10.07
H 2.12 1.16 -6.21
H -0.77 2.10 5.80
H 5.80 -3.81 2.10
H 1.01 4.12 -8.09
H -2.26 0.17 -2.63
H 3.02 1.96 -7.50
H -2.90 1.41 -6.06
H -2.52 3.33 -9.26
H -2.93 -0.55 10.16
H 0.64 1.75 7.84
H 1.76 3.19 -9.36
H -3.19 -0.44 4.45
H 0.65 2.61 -0.52
H -1.00 2.75 -1.04
H 0.08 0.57 5.81
H 1.28 -2.69 1.90
H -2.32 1.05 4.06
H 0.86 -3.45 4.77
H -1.39 -1.36 -2.54
H -1.12 0.84 1.11
H -3.27 2.17 5.77
H -1.03 2.05 8.24
H 0.36 0.65 -9.49
H -2.43 0.21 0.07
H -1.34 -2.07 10.03
H -0.43 2.59 -10.30
H -1.72 0.90 -9.59
H -0.14 -2.49 3.64
H 3.16 -4.13 0.62
H 5.24 -2.77 -0.95
H -4.18 0.81 6.44
H 2.18 2.92 -6.30
H 5.06 -5.39 1.93
H -3.77 2.31 -7.30
H -2.47 -2.75 8.85
H 0.23 2.67 -2.28
H 1.34 -1.80 4.39
H 4.54 -4.77 -0.21
H -3.12 1.79 7.46
H -3.81 -0.21 8.69
H -1.53 -0.07 -8.12
H -2.76 3.17 -6.16
H 1.43 -4.27 2.68
H -1.65 4.23 -8.04
H -0.73 -2.72 8.52
H 2.06 0.71 -9.10
H -2.66 0.97 9.33
H 0.96 -0.18 -8.05
H 0.43 -0.63 8.17
H -1.44 -0.46 4.18
H -0.23 0.17 9.58
H -0.78 -0.06 -3.61
H -3.08 0.62 -8.53
*
```

For the largest force on an atom, the calculation gives 3.73 eV/Å. Its expectation value of S² is 2.01. The HOMO energy (spin up / spin down) is -8.5326 / -9.3560 eV. The calculation puts the frontier orbital gap (spin up / spin down) at 7.908 / 8.732 eV.

---

# 2
This record from OMol25 describes 8 unconnected molecules or ions with the total composition C29H57FO11. The level of theory is ωB97M-V/def2-TZVPD.

Structure (ORCA input):
```
! wB97M-V def2-TZVPD RIJCOSX def2/J DEFGRID3
* xyz 0 1
F -6.90 1.31 -2.77
O -0.48 0.42 1.45
O -4.39 -4.77 2.47
O -3.08 3.78 -0.53
O 5.09 2.17 -0.97
O 0.77 0.64 -2.00
O 8.98 2.28 2.02
O 2.81 1.42 3.64
O 2.39 -0.69 -5.59
O -2.84 -0.92 1.62
O 2.35 5.39 -2.26
O -7.09 -4.10 -0.06
C 3.73 5.06 -2.40
C -3.89 0.28 -0.19
C 0.60 2.06 -1.86
C 9.39 0.23 0.81
C -4.83 -0.67 -0.56
C -3.35 -5.02 3.42
C -4.94 1.92 -1.60
C -3.94 1.58 -0.73
C 8.37 1.26 1.25
C 0.85 2.45 -0.37
C -0.38 3.01 0.37
C -1.59 0.90 0.82
C -8.66 -5.88 0.44
C 1.12 -1.24 -5.92
C 2.73 -0.07 5.56
C -5.82 -0.27 -1.45
C -3.42 -6.44 3.94
C -3.55 -2.91 -0.30
C -2.81 -0.02 0.80
C 4.43 2.20 1.36
C 4.78 1.34 0.16
C -1.61 2.12 0.29
C 2.86 1.36 5.07
C -5.90 1.00 -1.95
C -7.69 -5.29 -0.57
C -2.89 2.59 -0.34
C -4.87 -2.11 -0.08
C 0.02 -0.23 -5.70
C 4.54 6.29 -2.78
H -5.62 -2.62 -0.68
H -6.91 -6.01 -0.82
H -0.04 -0.22 0.87
H 9.66 2.70 1.47
H -2.40 -4.84 2.92
H 2.06 1.99 5.48
H -0.11 3.07 1.44
H 4.42 7.07 -2.03
H 3.93 0.71 -0.12
H -6.58 -1.00 -1.74
H 3.52 -0.69 5.14
H -8.14 -6.14 1.36
H -0.42 2.35 -2.14
H 1.96 1.06 3.37
H 1.62 3.23 -0.35
H 4.18 6.70 -3.73
H -5.24 -2.18 0.95
H -3.71 -3.87 -0.79
H -9.44 -5.16 0.69
H 4.07 4.67 -1.44
H 0.00 0.09 -4.65
H 3.82 1.78 5.37
H -9.13 -6.79 0.04
H 3.84 4.28 -3.15
H 1.78 -0.50 5.23
H -5.01 2.92 -2.03
H 2.05 5.73 -3.11
H -4.38 -6.62 4.43
H 1.30 1.58 0.12
H -6.61 -4.34 0.74
H 4.19 1.58 2.22
H 0.95 -2.14 -5.30
H -8.22 -5.02 -1.49
H -2.63 -6.63 4.66
H -3.44 -4.30 4.24
H 5.84 2.71 -0.72
H -3.34 -7.15 3.12
H 1.16 -1.55 -6.96
H 1.34 2.57 -2.50
H 0.19 0.66 -6.30
H 5.63 0.69 0.37
H -0.58 4.04 0.07
H 5.28 2.85 1.62
H 10.17 0.69 0.20
H 9.87 -0.22 1.67
H -3.15 -3.11 0.70
H 2.78 -0.12 6.64
H 8.92 -0.56 0.22
H -2.81 -2.27 -0.80
H -5.23 -4.91 2.92
H 7.88 1.72 0.38
H 2.36 -0.43 -4.67
H 1.69 0.48 -1.76
H 7.60 0.80 1.87
H -0.96 -0.64 -5.95
H 5.60 6.05 -2.88
H 3.59 2.85 1.14
*
```

For the largest force on an atom, the calculation gives 1.90 eV/Å. As for the SMILES: CCc1cc(F)cc2c1C(=O)C(O)=C(CCCO)C2=O.CCO.CCO.CCO.CCO.CCO.CCO.CCO. The HOMO energy is -9.3858 eV. The calculation puts the frontier orbital gap at 8.677 eV.

---

# 3
This record from OMol25 describes 3 unconnected molecules or ions with the total composition C29H57NO5S3. The level of theory is ωB97M-V/def2-TZVPD.

Structure (ORCA input):
```
! wB97M-V def2-TZVPD RIJCOSX def2/J DEFGRID3
* xyz 0 1
S 4.95 -2.87 -1.37
S -1.20 3.73 -1.21
S 4.23 1.37 -1.60
O -0.61 4.06 0.06
O 3.43 1.92 -2.67
O -2.42 2.97 -1.31
O 3.65 0.58 -0.55
O 1.79 -4.64 -5.09
N 3.85 -5.35 -4.37
C 0.06 2.98 -2.25
C 0.29 3.95 -3.41
C -7.87 1.81 4.10
C 6.70 1.54 -2.47
C 5.21 2.70 -0.88
C -0.04 5.36 -2.91
C 2.03 -4.29 -1.84
C 0.09 -1.23 2.63
C 2.71 -3.62 -3.06
C 4.27 -3.62 -2.88
C -8.60 3.97 2.98
C -0.20 -2.72 2.93
C -7.84 3.35 4.18
C -1.37 5.24 -2.16
C 1.07 -2.63 -0.12
C -5.84 0.21 3.86
C 6.67 2.36 -1.18
C -2.20 -0.42 3.41
C 2.38 -2.15 -3.38
C -1.20 -0.48 2.25
C 0.55 -3.81 2.11
C 5.61 0.48 -2.31
C 0.80 -3.55 -1.31
C -6.75 1.25 3.18
C -4.40 0.71 4.10
C -3.43 0.37 2.95
C 1.62 -3.34 1.13
C 2.65 -4.55 -4.29
C 4.57 -5.10 -3.12
H -1.57 6.07 -1.49
H 1.76 -1.84 -0.44
H -0.18 -4.43 1.59
H -8.34 3.67 5.09
H 5.62 -5.36 -3.18
H 4.90 3.63 -1.35
H -0.29 2.01 -2.60
H -0.97 0.56 2.02
H 4.41 -4.90 -5.10
H 7.68 1.08 -2.64
H 0.42 -0.76 3.55
H 2.19 -4.22 0.83
H -9.26 3.26 2.50
H 7.09 1.77 -0.36
H 2.84 -1.47 -2.66
H 1.31 3.88 -3.78
H -4.05 0.28 5.04
H -9.24 4.77 3.35
H -7.81 1.35 5.08
H 0.00 -2.90 3.98
H 5.01 2.74 0.19
H -3.08 1.30 2.51
H 0.34 -2.94 -2.08
H 0.87 -1.03 1.89
H -4.44 1.78 4.28
H -6.81 3.72 4.20
H 7.27 3.27 -1.26
H -3.97 -0.15 2.17
H -1.67 -0.98 1.41
H -7.28 0.74 2.37
H 2.79 -4.47 -1.09
H 2.34 -2.70 1.64
H -1.79 0.06 4.29
H -7.94 4.43 2.24
H 0.74 5.70 -2.22
H 5.90 -0.29 -1.60
H 0.15 -2.13 0.18
H 1.03 -4.49 2.81
H 1.69 -5.27 -2.16
H 4.74 -3.77 -0.39
H -6.30 -0.07 4.81
H -0.11 6.08 -3.72
H 0.96 2.86 -1.65
H -1.27 -2.89 2.82
H 4.83 -3.14 -3.68
H -6.18 2.07 2.74
H 5.31 0.03 -3.25
H 0.04 -4.30 -1.06
H -8.84 1.55 3.68
H 6.48 2.18 -3.33
H -5.81 -0.68 3.24
H -2.53 -1.42 3.70
H -2.20 5.10 -2.85
H 4.22 -5.72 -2.29
H 2.85 -1.93 -4.34
H 1.33 -1.95 -3.52
H -0.38 3.70 -4.24
*
```

For the largest force on an atom, the calculation gives 2.11 eV/Å. As for the SMILES: CCCCCCCCCCCCCCCC[C@]1(C)C(=O)NC[C@@H]1S.O=S1(=O)CCCC1.O=S1(=O)CCCC1. The HOMO energy is -9.2745 eV. The calculation puts the frontier orbital gap at 9.535 eV.

---

# 4
This record from OMol25 describes 8 unconnected molecules or ions with the total composition C29H58BINO9. The level of theory is ωB97M-V/def2-TZVPD.

Structure (ORCA input):
```
! wB97M-V def2-TZVPD RIJCOSX def2/J DEFGRID3
* xyz -1 1
I -3.26 0.76 -5.94
O -2.58 0.85 1.19
O 1.31 -1.86 1.66
O -2.04 -1.60 -7.26
O 2.33 0.73 -0.19
O 5.73 2.03 2.59
O 5.98 -1.94 0.30
O -0.05 2.00 -5.26
O -7.10 1.42 1.63
O -5.17 1.00 -2.60
N -0.12 -1.29 -2.86
C -3.34 2.70 2.49
C 4.56 0.70 -1.00
C 1.30 0.34 2.58
C 6.07 -3.67 1.93
C 8.17 -2.47 1.04
C 0.62 -0.44 -5.18
C 0.79 -3.03 -4.62
C -0.39 -2.48 -2.00
C 0.27 1.00 -4.54
C -2.46 2.03 1.46
C 5.65 1.62 3.73
C -1.43 2.89 0.77
C -1.67 -2.01 -4.88
C 6.12 2.45 4.90
C -2.20 -1.14 -6.10
C 0.65 -1.76 3.93
C -6.37 3.04 -2.79
C 2.71 2.12 -2.08
C -6.23 -0.64 2.42
C -2.27 -1.18 -0.58
C -8.18 0.57 3.57
C -5.55 2.02 -2.06
C -0.89 -1.97 -0.56
C 5.09 0.25 4.04
C 3.13 1.14 -1.01
C -5.21 2.30 -0.62
C -7.16 0.53 2.46
C 1.11 -1.16 2.63
C 6.67 -2.63 1.02
B -0.14 -1.66 -4.38
H -5.55 -0.54 1.57
H -1.69 -3.10 -5.24
H -0.33 -1.34 4.21
H 6.50 3.40 4.53
H 0.35 0.84 2.80
H 4.21 0.35 4.67
H 5.22 1.56 -0.85
H -0.05 -1.30 -0.16
H -6.54 2.71 -3.81
H -4.63 3.22 -0.55
H -4.03 1.96 2.90
H -6.12 2.38 -0.03
H -7.68 0.59 4.54
H -1.92 3.70 0.23
H 0.51 -0.45 -6.31
H -1.16 -3.20 -2.42
H 0.33 1.21 -3.42
H 1.75 -0.56 -4.96
H 0.89 -1.08 -2.70
H -0.93 -2.91 0.11
H 3.29 3.04 -1.98
H 0.24 -3.98 -4.30
H -3.01 -1.52 -1.38
H 2.87 1.68 -3.07
H 1.09 -3.10 -5.74
H -4.61 1.48 -0.22
H -3.91 3.50 2.02
H 4.98 -3.67 1.80
H 8.47 -1.69 0.34
H 1.38 -1.55 4.72
H 4.72 0.00 -0.18
H -8.79 1.48 3.47
H 8.65 -3.41 0.74
H -2.79 -1.33 0.43
H 2.06 0.64 3.31
H 4.80 -0.23 3.10
H 0.58 -3.07 -1.81
H 8.50 -2.19 2.04
H 1.65 2.35 -1.97
H 5.85 -0.36 4.53
H -2.15 -0.05 -0.70
H -0.87 2.27 0.05
H 4.81 0.19 -1.94
H -2.41 -1.89 -4.02
H 5.28 2.64 5.57
H -7.34 3.16 -2.30
H -8.84 -0.30 3.50
H -5.84 4.00 -2.81
H 6.45 -4.66 1.66
H 1.76 -2.86 -4.04
H 1.63 0.64 1.59
H 6.31 -3.44 2.97
H -6.79 -1.57 2.30
H -2.72 3.09 3.30
H 6.92 1.93 5.43
H -5.63 -0.68 3.34
H 0.55 -2.84 3.82
H -0.73 3.29 1.50
*
```

For the largest force on an atom, the calculation gives 5.62 eV/Å. The HOMO energy is -3.9464 eV. The calculation puts the frontier orbital gap at 5.728 eV.

---

# 5
This record from OMol25 describes 10 unconnected molecules or ions with the total composition C29H58Br6O9. The level of theory is ωB97M-V/def2-TZVPD.

Structure (ORCA input):
```
! wB97M-V def2-TZVPD RIJCOSX def2/J DEFGRID3
* xyz 0 1
Br -3.20 -3.16 -5.14
Br -3.92 -4.41 5.06
Br -3.61 -3.13 0.65
Br -0.28 5.34 5.33
Br 0.50 -0.48 -4.71
Br -1.82 1.90 2.87
O 1.16 5.56 -0.66
O 0.47 3.73 0.43
O -1.25 -1.11 3.74
O 5.51 -0.53 -3.36
O -1.23 -7.31 -2.25
O 4.52 -2.54 -3.23
O 3.84 3.55 1.44
O 0.01 -1.57 -1.57
O -4.75 2.06 -2.66
C 3.36 -1.91 -2.66
C -0.59 -0.63 0.54
C -3.26 1.38 -0.94
C 2.69 1.48 1.21
C -3.91 -4.21 2.23
C 0.32 4.54 -0.45
C -0.09 -0.58 -0.88
C -3.30 -3.53 3.43
C -4.42 1.19 -1.89
C -0.80 4.49 -1.45
C 3.63 2.58 0.75
C -1.30 -6.34 -1.54
C 4.24 2.43 -0.62
C -1.80 3.70 3.58
C -5.16 -0.13 -1.85
C 0.53 -0.33 5.09
C 2.11 5.85 0.39
C -0.90 -0.66 4.81
C -0.35 4.12 3.82
C 3.52 -1.70 -1.19
C -1.35 -2.58 -4.89
C 6.63 -2.49 -4.23
C -1.33 -6.48 -0.04
C 5.52 -1.72 -3.59
C -1.34 -1.10 -4.64
C 0.23 0.79 -1.45
C 1.56 6.89 1.35
C -1.33 -4.94 -2.10
C -1.88 -0.43 5.93
H -5.36 -0.41 -2.88
H 1.72 1.70 0.76
H 3.51 2.66 -1.40
H 3.77 -2.65 -0.71
H -1.44 -1.31 0.62
H -0.68 5.26 -2.21
H -2.34 1.14 -1.49
H -2.22 -3.59 3.42
H 6.19 -3.29 -4.82
H -1.75 4.67 -0.95
H -1.70 -0.91 -3.63
H 4.61 1.41 -0.80
H -3.41 -5.17 2.10
H -1.35 -7.54 0.22
H 0.27 -0.97 1.13
H -0.78 -4.28 -1.42
H 2.50 -2.54 -2.88
H 2.66 1.44 2.29
H 0.26 3.25 4.08
H 0.12 4.59 2.97
H 0.96 -1.15 5.67
H 3.01 0.50 0.85
H 2.57 -1.42 -0.73
H -2.31 4.40 2.92
H 0.00 1.60 -0.76
H -2.20 -5.95 0.36
H 2.39 7.34 1.89
H 7.22 -1.84 -4.87
H -2.90 -0.69 5.64
H 1.31 0.84 -1.60
H 0.82 6.49 2.04
H 4.29 -0.97 -0.96
H 5.08 3.12 -0.69
H -2.29 3.65 4.54
H -1.94 -0.52 -5.33
H 0.63 0.56 5.71
H -0.79 3.51 -1.92
H -4.55 -0.90 -1.37
H 1.05 -0.16 4.15
H -0.25 0.92 -2.41
H -0.44 -6.07 0.44
H -0.90 -3.16 -4.09
H -0.83 -2.83 -5.82
H -1.57 -0.90 6.86
H 1.06 7.68 0.78
H -2.36 -4.62 -2.20
H -0.79 -4.92 -3.05
H -1.86 0.65 6.12
H 7.26 -2.94 -3.47
H -3.20 2.41 -0.60
H 3.18 -0.98 -3.20
H 2.98 6.25 -0.12
H -3.27 0.67 -0.12
H -6.11 -0.01 -1.32
H -0.86 0.37 0.86
H 2.40 4.95 0.94
H -3.56 -2.48 3.53
H -4.97 -4.45 2.28
*
```

For the largest force on an atom, the calculation gives 0.89 eV/Å. As for the SMILES: CCOC(C)=O.CCOC(C)=O.CC(C)=O.CC(C)=O.CC(C)=O.CC(C)=O.CC(C)=O.BrCCBr.BrCCBr.BrCCBr. The HOMO energy is -9.4928 eV. The calculation puts the frontier orbital gap at 9.743 eV.